C20H25F15O10 | wB97M-V/def2-TZVPD

- SMILES = CCOC(=O)C(F)(F)F.CCOC(=O)C(F)(F)F.CCOC(=O)C(F)(F)F.CCOC(=O)C(F)(F)F.CCOC(=O)C(F)(F)F
- energy above the lowest of the compared OMol25 structures with the same formula, charge and spin (kJ/mol) = 855.8
- largest force on an atom (Eh/bohr) = 0.24357
- LUMO level (eV) = -0.09
- frontier orbital gap (eV) = 10.79

The geometry in ORCA input format:
```
! wB97M-V def2-TZVPD RIJCOSX def2/J DEFGRID3
* xyz 0 1
C 1.228 1.238 -3.774
H -1.399 -0.093 -1.139
O 0.687 -8.247 2.389
C -1.544 -1.605 0.451
C -0.471 1.860 0.686
O -3.980 4.945 0.864
C 1.192 -6.724 0.081
O 3.010 2.888 -3.667
C 0.091 5.681 -2.400
C 1.347 4.832 -2.623
H -1.575 -2.568 -0.058
F -3.180 3.167 -0.731
H 7.097 -4.051 -1.844
H 2.183 -7.368 -0.170
C -0.722 2.776 1.818
H -0.932 -1.686 1.325
F 1.779 0.700 -4.844
H -2.408 -1.249 0.870
F 2.293 -1.921 1.798
O -5.813 3.704 1.624
C -4.725 4.025 0.882
O -1.134 0.712 0.831
F 1.173 -4.963 3.315
H -7.586 5.914 3.418
F -0.080 -6.392 4.487
H 0.040 -0.425 -0.323
F -0.524 4.107 1.552
C 1.858 2.635 -3.592
F 1.949 0.040 0.951
O 1.522 -6.269 1.349
H -0.552 5.385 -2.993
C 2.933 -0.961 1.000
C 4.913 -2.923 -1.314
C 6.536 -3.029 -1.498
H 6.860 -2.254 -1.907
H 0.274 -7.375 0.039
H 4.429 -2.672 -2.175
H -0.207 5.363 -1.343
H 0.167 -4.891 -0.502
O 4.621 -1.861 -0.449
H 1.902 -4.977 -1.029
F -5.315 2.723 -1.075
H 1.902 5.302 -3.480
F -0.065 1.341 -4.050
H -5.230 5.087 3.035
H 0.201 6.576 -2.265
H -7.933 5.228 1.836
F 3.994 -0.540 1.700
C -7.148 5.568 2.355
F -2.125 2.657 2.202
O 2.300 -2.144 -1.003
C 0.998 -7.043 2.454
C -0.956 -0.298 -0.161
C 3.245 -1.673 -0.300
F 1.366 0.437 -2.596
O 0.929 3.510 -3.122
H -6.381 3.864 3.439
H 0.620 -5.865 -1.853
F 2.077 -6.499 4.521
F -0.018 2.423 2.819
O 0.055 2.164 -0.384
H -6.621 6.380 1.755
C 1.058 -6.159 3.742
H 4.488 -3.775 -0.916
H 6.838 -3.041 -0.390
H 2.033 4.884 -1.779
F -4.131 1.613 0.507
C 1.060 -5.579 -0.999
C -6.095 4.461 2.727
C -4.426 2.920 -0.101
*
```